[1]
Below is 2 unconnected molecules or ions with the total composition C5H10O at a distorted geometry, with properties calculated with ωB97M-V/def2-TZVPD.

Geometry (Å):
C  -2.071  -1.725  -0.133
H  -0.907  -0.444  0.500
H  1.872  0.628  1.559
C  1.232  1.851  -0.160
C  2.529  1.864  -0.916
O  -1.893  -0.513  0.474
C  -1.177  -2.708  -0.243
H  2.439  2.125  -1.979
H  -1.525  -3.740  -0.147
H  -0.152  -2.682  0.108
H  0.184  1.290  1.528
H  3.114  0.962  -0.703
H  -3.112  -2.031  -0.158
H  3.135  2.721  -0.587
H  0.390  2.316  -0.654
C  1.112  1.160  1.008

Frontier orbital gap (alpha / beta) ... 3.0 / 9.1 eV
Calculated total energy ... -7390.9573 eV
Multiplicity ... 2
ΔE to the lowest compared entry with this formula, charge and spin ... 206.5 kJ/mol
Total charge ... -1
E_HOMO (alpha / beta) ... 0.04762 / -0.18360 Eh
Expectation value of S² ... 0.7533

Need the Löwdin charges? In units of e they are: number 1, C, carries -0.37; number 2, H, carries 0.05; number 3, H, carries -0.02; number 4, C, carries -0.34; number 5, C, carries -0.24; number 6, O, carries -0.07; number 7, C, carries -0.14; number 8, H, carries 0.04; number 9, H, carries 0.02; number 10, H, carries 0.00; number 11, H, carries 0.00; number 12, H, carries 0.03; number 13, H, carries 0.09; number 14, H, carries 0.05; number 15, H, carries 0.06; number 16, C, carries -0.17

***

[2]
Below is a gas-phase ion, C4H11N2S (charge -1) at a distorted geometry, with properties calculated with ωB97M-V/def2-TZVPD.

Geometry (Å):
S  3.337  1.272  -2.486
C  -1.645  -0.412  1.365
H  2.326  -0.696  -1.452
H  0.468  -0.877  -0.157
H  -1.056  1.495  0.543
N  0.430  0.084  0.166
N  -2.363  -1.572  0.834
H  3.252  0.250  -0.254
H  -1.878  -2.085  0.108
H  -2.520  0.212  1.687
C  1.225  0.923  -0.741
C  -0.968  0.450  0.263
H  -0.963  -0.395  2.228
H  1.322  1.913  -0.279
H  -2.620  -2.213  1.579
H  -1.577  0.206  -0.635
H  0.664  1.135  -1.656
C  2.566  0.309  -1.113

SMILES string ... NCCNCC[S-]
Frontier orbital gap ... 5.7 eV
Calculated total energy ... -18141.8808 eV
ΔE to the lowest compared entry with this formula, charge and spin ... 117.5 kJ/mol
Total charge ... -1
E_HOMO ... -0.08407 Eh

Need the Löwdin charges? In units of e they are: number 1, S, carries 0.02; number 2, C, carries -0.30; number 3, H, carries 0.02; number 4, H, carries 0.09; number 5, H, carries 0.11; number 6, N, carries -0.11; number 7, N, carries -0.03; number 8, H, carries 0.04; number 9, H, carries 0.05; number 10, H, carries 0.10; number 11, C, carries -0.39; number 12, C, carries -0.27; number 13, H, carries 0.10; number 14, H, carries 0.10; number 15, H, carries 0.05; number 16, H, carries 0.11; number 17, H, carries 0.07; number 18, C, carries -0.78

***

[3]
Below is 2 unconnected molecules or ions with the total composition C6H16N2 at a distorted geometry, with properties calculated with ωB97M-V/def2-TZVPD.

Geometry (Å):
H  -1.082  -1.368  0.550
H  0.144  -1.217  -1.704
H  1.080  0.549  -2.887
H  0.959  -1.262  0.483
H  -3.103  -1.740  0.667
C  0.367  -0.144  -1.299
C  0.508  -0.304  0.223
H  3.513  1.444  0.491
H  3.048  -0.036  -0.146
N  -0.803  -0.382  0.905
H  1.026  1.728  0.286
H  -4.134  -0.565  -0.099
N  1.422  0.455  -1.926
C  2.853  0.601  0.714
H  3.279  0.135  1.606
C  1.345  0.843  0.839
H  -0.531  0.450  -1.561
H  1.099  0.877  1.897
H  -1.084  -2.221  -0.784
C  -2.028  -0.074  -0.021
H  -2.078  1.021  -0.008
H  -3.525  -0.273  1.562
C  -3.281  -0.656  0.575
H  -1.862  -0.411  -1.033

Frontier orbital gap ... 5.6 eV
Calculated total energy ... -9453.7125 eV
ΔE to the lowest compared entry with this formula, charge and spin ... 806.8 kJ/mol
Total charge ... 0
E_HOMO ... -0.30919 Eh

Need the Löwdin charges? In units of e they are: number 1, H, carries 0.02; number 2, H, carries 0.12; number 3, H, carries 0.06; number 4, H, carries 0.14; number 5, H, carries 0.07; number 6, C, carries -0.38; number 7, C, carries -0.40; number 8, H, carries 0.07; number 9, H, carries 0.05; number 10, N, carries -0.01; number 11, H, carries 0.10; number 12, H, carries 0.08; number 13, N, carries 0.17; number 14, C, carries -0.12; number 15, H, carries 0.07; number 16, C, carries -0.21; number 17, H, carries 0.13; number 18, H, carries 0.10; number 19, H, carries 0.19; number 20, C, carries -0.37; number 21, H, carries 0.11; number 22, H, carries 0.08; number 23, C, carries -0.10; number 24, H, carries 0.04

***

[4]
Below is 2 unconnected molecules or ions with the total composition C4H12NO2 at a distorted geometry, with properties calculated with ωB97M-V/def2-TZVPD.

Geometry (Å):
H  -1.487  0.501  -0.803
H  -2.620  -0.490  -0.095
H  -1.702  0.461  1.976
H  1.396  -0.499  1.098
H  -1.204  -0.859  1.128
H  1.797  1.130  -1.494
C  -0.064  1.140  0.690
O  0.404  -0.293  -1.548
O  -0.248  -2.412  -0.533
H  2.552  -0.414  -0.959
N  -2.218  0.499  -0.122
H  -0.205  1.735  -0.266
H  -0.432  -2.665  -1.457
H  2.155  1.130  0.951
C  1.575  0.137  -0.930
H  0.133  -1.548  -0.894
C  1.324  0.417  0.551
C  -1.227  0.276  1.039
H  0.071  1.752  1.668

Frontier orbital gap ... 7.9 eV
Calculated total energy ... -9926.5515 eV
ΔE to the lowest compared entry with this formula, charge and spin ... 161.4 kJ/mol
Total charge ... -1
E_HOMO ... -0.13119 Eh

Need the Löwdin charges? In units of e they are: number 1, H, carries -0.01; number 2, H, carries 0.07; number 3, H, carries 0.06; number 4, H, carries 0.08; number 5, H, carries 0.10; number 6, H, carries 0.10; number 7, C, carries -0.23; number 8, O, carries -0.33; number 9, O, carries -0.18; number 10, H, carries 0.09; number 11, N, carries -0.04; number 12, H, carries 0.12; number 13, H, carries 0.01; number 14, H, carries 0.11; number 15, C, carries -0.44; number 16, H, carries -0.08; number 17, C, carries -0.23; number 18, C, carries -0.31; number 19, H, carries 0.11